1 | Molecular formula: C14H42BF4KO7
Method: DFT, ωB97M-V/def2-TZVPD

Structure (XYZ):
```
69
C14H42BF4KO7 ωB97M-V/def2-TZVPD
K 1.9385 -1.1596 2.3284
F -0.4696 -0.5723 0.3800
F 1.4104 -1.2993 -0.6172
F 0.1789 0.4076 -1.5100
F 1.3362 0.6116 0.4406
O -1.9298 1.5256 1.4255
O 2.5610 2.5660 -1.4748
O 0.3109 -3.7196 0.4744
O -0.6476 -1.7757 3.0241
O 1.9490 1.2352 3.6877
O 3.5375 0.3288 -4.7945
O -0.4822 -2.5029 -3.3459
C 1.1694 2.2686 3.2922
C 0.1211 2.4982 4.3674
C 2.8158 -0.6687 -4.1027
C -1.0539 -3.6110 0.5322
C -2.1462 3.8616 1.4535
C -0.1926 -1.6762 5.5603
C 1.5827 3.5152 -1.4416
C -1.6797 -1.8811 -3.3207
C 0.9109 3.2405 -2.7633
C -1.8557 -4.4531 -0.4106
C -1.0958 -1.3606 4.3246
C -2.4472 -1.8613 -4.5783
C 3.6275 -1.3024 -2.9774
C -2.2494 2.6268 0.5835
B 0.5851 -0.2546 -0.3764
H -2.4296 3.8032 2.5044
H 0.4036 2.7752 5.3831
H 0.8124 3.4541 -0.6728
H -0.8304 -1.5710 6.4379
H -2.4289 -2.3567 -2.6878
H 1.5999 3.2539 3.1134
H 4.0530 -0.5499 -2.3135
H 0.7995 1.9616 2.3139
H -1.4672 -1.7995 2.5249
H 1.5548 2.9675 -3.5993
H -3.2062 2.5639 0.0650
H -3.4524 -1.4555 -4.4637
H -2.5935 4.7208 0.9538
H -1.4213 -4.3123 -1.4004
H 0.2348 4.0652 -2.9890
H 2.9700 0.8417 -5.3744
H 0.0975 -2.7264 5.5924
H 0.2549 2.3875 -2.5894
H 1.7970 -0.4317 -3.7962
H 0.5318 -3.5272 -0.4399
H 2.4438 1.7324 4.3431
H -2.6561 -2.8719 -4.9293
H -0.6634 1.7420 4.3409
H -1.1251 4.2346 1.5339
H 2.1949 1.6876 -1.3485
H -1.2874 0.9614 0.9888
H -1.4059 -2.5844 0.4307
H -1.5771 2.7722 -0.2620
H 0.0745 -2.0438 -2.7127
H -2.0455 -1.8947 4.3553
H -1.6658 -0.8300 -3.0324
H 1.8761 4.5604 -1.5395
H -2.8741 -4.1051 -0.2375
H -1.4338 -0.3255 4.3723
H -0.4886 3.3542 4.0782
H -1.9415 -1.3071 -5.3690
H 4.4327 -1.9239 -3.3692
H -1.9282 -5.5184 -0.1916
H -1.3800 -3.7954 1.5557
H 0.7132 -1.0705 5.5336
H 3.0186 -1.9965 -2.3981
H 2.6539 -1.4297 -4.8662
```

The calculation puts the gap between HOMO and LUMO at 8.7 eV.

***

2 | Molecular formula: C14H42BF4KO7
Method: DFT, ωB97M-V/def2-TZVPD

Structure (XYZ):
```
69
C14H42BF4KO7 ωB97M-V/def2-TZVPD
K -1.5413 -1.2887 3.1185
F -1.3192 -1.4537 0.3754
F 0.4190 -0.4092 -0.7296
F -1.0879 0.8030 0.5066
F 0.4424 -0.5691 1.5329
O -1.4422 1.7688 3.0716
O -0.2915 1.3824 -2.6648
O -1.1859 -2.4354 -2.3602
O 2.1107 5.5446 -1.5477
O 2.6397 2.3588 5.3527
O -1.9858 -5.0983 -1.8531
O 3.7091 -3.8187 1.2121
C -2.0836 3.9207 2.2107
C 1.1120 3.7329 -0.3057
C -2.0488 2.5869 -3.7862
C 2.2388 0.1342 4.5435
C -1.6421 1.8049 -2.5510
C 2.8077 -2.9222 0.5564
C -3.4356 -4.6276 0.0030
C -0.0223 -2.4523 -3.1982
C 2.1557 1.6073 4.2411
C 1.5134 4.2388 -1.6716
C 3.4812 -1.6013 0.2937
C -1.3180 3.1747 3.2950
C -0.0384 -3.6668 -4.1110
C -3.3449 -5.2125 -1.4070
B -0.3776 -0.3922 0.4461
H 1.8996 -0.4121 3.6610
H -2.8331 -5.2606 0.6534
H 2.6616 1.8466 3.3029
H -2.3229 0.9736 -2.3440
H -3.1629 3.7926 2.2931
H -0.9537 1.5283 2.2723
H -0.9618 -3.7001 -4.6895
H 0.8119 -3.5551 -4.7879
H 3.4154 -4.7218 1.0819
H 1.8930 -2.8259 1.1545
H 2.1806 3.5880 -2.2417
H -0.0355 -1.5261 -3.7823
H -3.5900 -6.2698 -1.3701
H -0.9150 -1.9843 -1.5426
H 1.6203 -0.1814 5.3853
H 0.0723 -4.5918 -3.5460
H -2.1617 1.9519 -4.6625
H -1.7086 3.4282 4.2752
H -1.3541 3.4041 -3.9827
H 2.9702 5.4319 -1.1293
H 2.5053 -3.4162 -0.3757
H -1.8848 4.9982 2.2293
H -4.4665 -4.6847 0.3806
H 0.7375 4.5739 0.2760
H -3.9754 -4.6704 -2.1135
H 3.2616 -0.1806 4.7533
H -1.7782 3.6497 1.1978
H 2.0062 3.3659 0.2106
H -1.7691 -4.1515 -1.9272
H -2.9952 3.0897 -3.5696
H 0.4285 2.8860 -0.3571
H -0.0219 0.8869 -1.8692
H -0.2689 3.4643 3.1977
H 4.2500 -1.7043 -0.4732
H 0.6667 4.3864 -2.3436
H 1.1017 1.8814 4.1245
H 3.9147 -1.2043 1.2109
H -3.2134 -3.5673 0.0982
H -1.6659 2.4866 -1.6887
H 2.7602 -0.8980 -0.1238
H 2.5235 3.2980 5.1911
H 0.8937 -2.5160 -2.6026
```

The calculation puts the gap between HOMO and LUMO at 8.4 eV.

***

How do the structures above rank in stability at the extremes? 2 comes first and 1 comes last.